46
Properties=species:S:1:pos:R:3:forces:R:3 method="wB97M-V/def2-TZVPD" max_force_ev_per_a=6.8 gap_ev="5.058 / 5.104" relative_energy_kj_mol=29.5 energy_ha=-1447.9190 homo_energy_ev="-4.39 / -4.31"
C 0.855883 -1.223855 -4.210129 0.1 -0.4 -1.2
C -0.330649 -0.607913 -4.733019 0.9 1.0 -1.3
C -0.264413 0.793252 -4.369183 1.9 -0.4 0.6
C 0.912859 0.972097 -3.511356 0.2 0.0 -3.1
C 1.543979 -0.324620 -3.388846 0.5 3.1 -1.7
Bi -0.587844 -0.708486 -2.363659 -4.3 -2.4 4.6
P 0.902392 -3.491386 -1.439297 0.2 0.1 -0.6
H 1.213668 -2.214204 -4.440113 -0.3 -0.3 0.3
H -1.090434 -1.097100 -5.380897 0.8 0.5 0.7
H -1.058983 1.505969 -4.530855 0.2 0.1 -0.1
H 2.365416 -0.453077 -2.730642 0.7 -0.5 0.1
H 1.312320 1.930820 -3.162003 -0.5 -0.6 0.3
H 2.265570 -3.559808 -1.083717 0.2 -0.4 0.2
H 0.978339 -4.510976 -2.441172 0.0 0.2 0.3
H 0.390164 -4.312341 -0.432168 0.1 -0.3 0.3
C 0.967091 -1.934169 2.129577 -0.2 -0.5 0.5
C -0.304508 -1.097113 2.121336 -0.4 0.3 0.3
C -0.512146 -0.469264 3.499085 0.0 -0.5 0.8
P -0.287362 -0.061977 0.608847 0.1 0.4 -0.5
C -2.018902 0.661486 0.407022 0.8 -0.1 0.2
C -2.748086 1.001263 1.696669 -1.0 0.4 0.2
C -1.991238 1.873350 -0.554757 -0.4 -0.1 0.3
C 0.834408 1.409924 0.942164 -0.5 -0.6 0.2
C 0.550156 2.141234 2.236733 0.0 1.1 1.1
C 2.324656 1.079101 0.889713 0.4 0.0 -0.3
H 1.817435 -1.345231 2.481636 -0.1 -0.1 -0.1
H 1.197000 -2.347850 1.153178 0.1 0.0 -0.1
H 0.825710 -2.767723 2.829185 0.2 0.1 -0.1
H -1.178211 -1.742308 1.932834 0.2 -0.1 -0.1
H 0.390454 0.009198 3.881682 -0.1 -0.1 -0.1
H -1.330240 0.241182 3.556740 0.2 0.0 0.0
H -0.737873 -1.266044 4.227117 0.0 0.1 -0.2
H -2.539782 -0.185433 -0.069015 0.0 0.3 0.0
H -2.276788 1.834479 2.252405 -0.3 -0.5 -0.3
H -3.771456 1.340904 1.432655 0.4 -0.1 0.2
H -2.880306 0.141853 2.374939 0.1 0.3 -0.4
H -1.554547 1.643800 -1.539358 -0.1 0.1 0.5
H -3.034698 2.177607 -0.715247 0.2 0.1 0.0
H -1.435354 2.707973 -0.101582 -0.3 -0.1 -0.1
H 0.612049 2.082411 0.115247 0.0 0.0 -0.2
H 0.874524 1.577481 3.135356 -0.2 0.4 -0.8
H 1.148153 3.075910 2.252219 -0.3 -0.3 0.0
H -0.508398 2.442564 2.400485 0.8 -0.3 -0.3
H 2.644276 0.632059 -0.065680 -0.2 0.0 0.3
H 2.874962 2.026828 0.994279 0.0 -0.3 0.0
H 2.640738 0.418140 1.711578 -0.1 0.2 -0.3

***

9
Properties=species:S:1:pos:R:3:forces:R:3 method="wB97M-V/def2-TZVPD" max_force_ev_per_a=2.0 gap_ev=11.645 relative_energy_kj_mol=220.3 energy_ha=-280.2969 smiles=C#C.C#N.N#N homo_energy_ev=-10.75
C -0.407112 1.429199 -0.212222 -0.8 0.3 0.0
C -1.452931 0.871038 -0.027023 0.3 0.6 -0.1
H 0.423443 2.061523 -0.405169 0.0 -0.1 0.0
H -2.399035 0.410161 0.123044 0.1 0.0 0.0
C 1.915132 -0.119363 0.038029 0.3 -1.1 0.0
N 1.752729 -1.257305 -0.042815 0.4 1.1 0.0
H 2.150400 0.917614 0.113986 0.0 -0.1 0.1
N -0.579111 -2.501600 0.087355 -1.6 0.9 0.4
N -1.403511 -1.811271 0.324814 1.3 -1.5 -0.3

***

34
Properties=species:S:1:pos:R:3:forces:R:3 method="wB97M-V/def2-TZVPD" max_force_ev_per_a=7.8 gap_ev=5.035 relative_energy_kj_mol=0.0 energy_ha=-1407.1283 smiles="O=C(O)[C@H]1O[C@@H](SC2=CC=CCN2[O-])[C@H](O)[C@@H](O)[C@@H]1O" total_charge=-1 homo_energy_ev=-2.31
O 4.381286 -1.837299 -1.409572 0.4 0.0 0.0
C 3.248103 -2.222400 -1.364964 0.1 0.5 0.4
O 2.963990 -3.557460 -1.283215 -0.2 1.2 0.1
C 2.066321 -1.269204 -1.341388 -1.8 0.4 0.3
O 1.787927 -0.901644 0.045382 -0.1 0.3 -0.7
C 0.613332 -0.022570 0.256409 0.9 -0.3 0.3
S 0.600624 0.380653 2.043255 0.2 0.1 -0.2
C -1.132781 0.273749 2.317967 -2.0 0.1 -0.2
C -1.596664 -0.962464 2.752235 -1.2 -0.4 0.6
C -3.026243 -1.141277 2.930567 0.3 1.4 -1.4
C -3.895972 -0.198208 2.454189 1.7 -0.5 0.6
C -3.428802 1.128828 1.861123 0.0 -0.9 0.1
N -1.984152 1.351541 2.043058 -0.1 -7.3 2.6
O -1.520134 2.443748 1.722049 1.7 5.5 -2.0
C 0.694211 1.248854 -0.550235 -0.8 0.0 -0.8
O -0.543151 1.990271 -0.566328 1.3 -1.1 -0.3
C 0.947695 0.862321 -2.027260 -0.7 0.8 1.3
O 1.016542 2.089523 -2.746308 0.1 0.2 -0.3
C 2.200673 0.016665 -2.182138 0.4 0.1 -1.0
O 2.336836 -0.302737 -3.589289 0.1 0.5 0.3
H 3.849993 -3.904623 -1.126838 0.1 -0.5 -0.1
H 1.221880 -1.858282 -1.730139 -0.1 0.2 0.0
H -0.303728 -0.531563 0.002115 -0.3 -0.5 0.0
H -0.948127 -1.794145 2.991189 0.3 0.3 -0.1
H -3.457732 -2.057878 3.310223 0.2 -0.1 0.1
H -4.921427 -0.471446 2.518248 -0.9 0.4 -0.1
H -3.971812 1.950536 2.318945 0.1 0.5 0.1
H -3.608499 1.199808 0.781661 -0.3 0.1 -0.3
H 1.495770 1.868453 -0.125391 0.1 -0.1 -0.4
H -0.891346 2.128938 0.381093 -0.1 0.7 0.2
H 0.070885 0.290783 -2.406643 0.4 0.1 0.3
H 0.317541 2.672546 -2.363529 0.6 -0.7 -0.1
H 3.100042 0.567467 -1.874630 -0.2 -0.1 0.2
H 2.316919 0.568516 -4.041841 -0.1 -0.8 0.4